{"formula": "C22H51N4O8S", "method": "ωB97M-V/def2-TZVPD", "elements": ["C", "C", "C", "N", "C", "S", "O", "O", "H", "H", "H", "H", "H", "H", "C", "O", "C", "C", "N", "C", "C", "O", "C", "H", "H", "H", "H", "H", "H", "H", "H", "H", "H", "H", "H", "H", "H", "H", "C", "O", "C", "C", "N", "C", "C", "O", "C", "H", "H", "H", "H", "H", "H", "H", "H", "H", "H", "H", "H", "H", "H", "H", "C", "O", "C", "C", "N", "C", "C", "O", "C", "H", "H", "H", "H", "H", "H", "H", "H", "H", "H", "H", "H", "H", "H", "H"], "xyz": [[6.52680, -3.10115, 2.74820], [5.67428, -3.94822, 2.99833], [4.44109, -4.76028, 3.38758], [4.75845, -6.17707, 2.92257], [3.15197, -4.35522, 2.54201], [2.61175, -2.61840, 2.70754], [3.65855, -1.61918, 2.45062], [1.94523, -2.38253, 4.00904], [7.40048, -2.41500, 2.79704], [3.83576, -6.59906, 2.72905], [5.20249, -6.11464, 1.98526], [3.33176, -4.67291, 1.46031], [2.29540, -5.00347, 2.90990], [1.62453, -2.39070, 1.74019], [6.07138, -4.81645, -5.09485], [7.06758, -4.53598, -4.12790], [7.50585, -3.17765, -4.13661], [7.02014, -2.43726, -2.89500], [5.57601, -2.21995, -2.93260], [5.01011, -1.76920, -1.65553], [5.13515, -2.69950, -0.44190], [4.36578, -3.89325, -0.54282], [4.98032, -4.93583, -1.27591], [5.94671, -5.89937, -5.14018], [5.11148, -4.37670, -4.80900], [6.36557, -4.45652, -6.08493], [7.20934, -2.65984, -5.05405], [8.60005, -3.20670, -4.11210], [7.53005, -1.47063, -2.82892], [7.31228, -3.03687, -2.02597], [5.12193, -3.08944, -3.18618], [3.94337, -1.59984, -1.83502], [5.44405, -0.79551, -1.40330], [4.72786, -2.16045, 0.41763], [6.17418, -2.92447, -0.18438], [6.06722, -4.93993, -1.16266], [4.70428, -4.87017, -2.33206], [4.59231, -5.88618, -0.90137], [2.05196, 1.74103, -1.60476], [1.31438, 0.62199, -1.14630], [1.36632, 0.44592, 0.27149], [0.01960, 0.76888, 0.90814], [-0.26811, 2.20218, 0.85580], [-1.65170, 2.54103, 1.19159], [-2.76697, 1.98453, 0.29681], [-2.78598, 2.52919, -1.01825], [-1.88832, 1.91511, -1.92915], [2.11144, 1.67802, -2.69254], [1.54729, 2.67749, -1.34644], [3.06688, 1.74126, -1.19882], [2.17486, 1.02412, 0.72618], [1.58113, -0.61241, 0.44332], [0.02544, 0.43831, 1.95136], [-0.73935, 0.18890, 0.37028], [-0.08236, 2.53794, -0.08202], [-1.71714, 3.63324, 1.16148], [-1.84500, 2.24379, 2.22779], [-3.71832, 2.28091, 0.74984], [-2.77992, 0.88952, 0.26748], [-1.75895, 0.84837, -1.73151], [-0.92436, 2.42702, -1.91311], [-2.29666, 2.03152, -2.93554], [-6.91963, 1.50080, 0.96418], [-6.19732, 2.71648, 1.06782], [-6.29816, 3.53793, -0.09715], [-7.14385, 4.77513, 0.18400], [-8.55465, 4.43184, 0.35744], [-9.36732, 5.52097, 0.90177], [-9.01991, 6.04962, 2.29998], [-9.26987, 5.12816, 3.35179], [-8.23837, 4.17833, 3.56836], [-6.62872, 0.86792, 1.80376], [-7.99751, 1.67714, 1.03072], [-6.68487, 0.97715, 0.03383], [-6.67475, 2.98083, -0.95966], [-5.28068, 3.86409, -0.33422], [-7.04219, 5.47862, -0.64834], [-6.73396, 5.24867, 1.08307], [-8.62293, 3.64387, 0.99085], [-10.39659, 5.15101, 0.93426], [-9.35663, 6.35577, 0.19257], [-9.68177, 6.89976, 2.49303], [-8.00038, 6.44554, 2.36177], [-7.24594, 4.58633, 3.36193], [-8.41684, 3.28329, 2.96921], [-8.27410, 3.87487, 4.61649]], "atomic_forces_ev_per_a": [[1.0325, -0.1371, 0.2772], [-2.1273, 0.1753, 0.7179], [1.8981, 0.8876, -1.3961], [-0.8420, 0.4336, -0.3778], [0.4710, -1.0251, -0.2808], [0.3485, 1.8056, 2.2779], [-0.9982, -1.4114, -0.6795], [0.2947, -1.0267, -1.8906], [-1.3794, -0.9786, -0.1211], [0.6673, -0.1627, 0.2870], [-0.2985, -0.1189, 0.3623], [-0.4328, 1.0750, 0.7525], [0.7208, 1.1001, -0.2141], [0.5877, -0.6191, 0.3364], [0.1034, -0.1501, 0.3020], [-0.1574, 0.1594, -0.4289], [0.2904, 0.0501, 0.5215], [-0.3060, -0.2839, -0.2581], [0.2038, 0.0467, -0.0259], [-0.2607, -0.3103, -0.0702], [-0.1913, 0.5010, 0.0916], [0.3179, 0.0213, -0.2432], [-0.3796, -0.0028, 0.1723], [0.0594, 0.0477, 0.0483], [-0.0636, 0.0626, -0.1858], [-0.0546, 0.0460, -0.0236], [-0.1673, -0.0634, 0.0223], [-0.0246, 0.0261, -0.0171], [-0.0319, -0.0036, 0.0052], [0.2067, 0.0332, 0.0240], [0.0697, 0.0749, 0.0532], [0.0251, 0.0519, 0.0775], [0.0788, -0.0667, 0.0323], [0.0830, -0.1031, 0.0031], [-0.0297, -0.1402, -0.0528], [-0.0078, 0.0666, -0.0539], [0.2056, -0.0909, -0.1388], [0.0116, 0.0621, 0.0822], [-0.2061, -0.2399, -0.1214], [0.2385, 0.3285, 0.0703], [-0.3795, -0.3814, 0.1205], [0.2647, 0.2363, -0.2177], [-0.1829, -0.1841, -0.0258], [0.1905, 0.1203, -0.2380], [-0.2194, 0.3066, 0.3475], [0.0158, -0.3035, 0.0705], [-0.1604, 0.3162, -0.1352], [-0.0210, -0.0640, 0.0542], [0.1626, 0.1324, 0.0577], [-0.0043, 0.0648, 0.0296], [-0.0503, 0.0670, -0.0710], [0.0704, 0.0783, 0.0260], [0.0132, 0.0346, -0.0202], [0.0177, -0.1952, 0.0455], [0.0401, -0.0380, 0.1101], [-0.1228, -0.0406, 0.0269], [-0.0131, -0.0902, -0.0558], [0.0311, 0.0154, -0.0390], [0.1780, -0.0195, -0.1297], [0.0893, 0.0465, 0.0860], [0.1528, -0.2182, -0.0392], [-0.0781, 0.0048, 0.0746], [0.1514, 0.1225, 0.2673], [-0.2570, -0.2225, -0.3275], [0.2980, 0.5320, 0.2044], [-0.1294, -0.4492, 0.0683], [0.1366, 0.1974, 0.0988], [-0.0490, -0.2935, 0.0756], [-0.3613, 0.1591, -0.0809], [0.2773, 0.1445, -0.1430], [-0.3022, -0.0732, 0.2006], [0.0386, 0.0762, -0.0318], [-0.0712, -0.1328, -0.1445], [-0.0598, -0.0005, -0.0210], [-0.1125, -0.0579, 0.1128], [-0.0375, -0.0415, -0.0591], [-0.0351, -0.0149, 0.0152], [0.1870, 0.0861, -0.0580], [0.0256, 0.0510, -0.1048], [0.0048, 0.1137, 0.0487], [0.0883, 0.0121, 0.0480], [-0.0074, -0.0589, 0.0122], [0.0906, -0.1716, -0.0102], [-0.0292, -0.0297, -0.1111], [0.2465, -0.0588, -0.0506], [-0.0433, 0.1015, -0.0246]], "lowdin_charge": [-0.004, -0.211, -0.408, -0.077, -0.321, 0.669, -0.406, -0.420, 0.009, 0.027, 0.030, 0.078, 0.090, 0.050, -0.121, -0.195, -0.215, -0.215, -0.056, -0.190, -0.218, -0.202, -0.103, 0.087, 0.074, 0.083, 0.116, 0.117, 0.120, 0.105, 0.061, 0.114, 0.116, 0.091, 0.100, 0.092, 0.064, 0.082, -0.118, -0.198, -0.197, -0.201, -0.051, -0.195, -0.217, -0.190, -0.098, 0.087, 0.072, 0.088, 0.129, 0.094, 0.129, 0.101, 0.062, 0.117, 0.119, 0.100, 0.113, 0.090, 0.069, 0.086, -0.110, -0.210, -0.204, -0.208, -0.054, -0.200, -0.226, -0.181, -0.097, 0.091, 0.073, 0.089, 0.125, 0.115, 0.123, 0.102, 0.063, 0.117, 0.115, 0.118, 0.109, 0.090, 0.069, 0.089], "de_lowest_kj_mol": 89.7, "charge": -1, "total_energy_ha": -2087.6614, "orbital_gap_ev": 4.36, "multiplicity": 1, "e_homo_ev": -2.31}